This record from OMol25 describes 7 unconnected molecules or ions with the total composition C27H59N2O10P2S7 in a non-equilibrium geometry. The level of theory is the ωB97M-V functional and the def2-TZVPD basis.

Frontier orbital gap = 6.85 eV
Lowest unoccupied orbital energy = -3.474 eV
Max |F| = 0.11724 Eh/bohr
E = -5395.6809 Eh

ORCA input file:
```
! wB97M-V def2-TZVPD RIJCOSX def2/J DEFGRID3
* xyz 1 1
C -4.28128 -0.81549 2.24736
O -4.51642 -2.02212 2.96668
C -3.31151 -2.76248 3.21416
C -2.90855 -3.50404 1.86782
C -1.40251 -3.32403 1.41475
N -1.17816 -2.31343 0.35921
C -1.83207 -2.11012 -0.88430
P -3.24087 -3.10667 -1.59591
S -3.04438 -5.00792 -1.22852
C -1.29266 -1.02581 -1.66434
N -0.24024 -0.59358 -0.78828
P 0.74073 0.72441 -1.39353
O 0.47419 0.77560 -2.87979
O 2.37023 0.40202 -1.25841
O 0.34967 2.20279 -0.78313
C -0.19032 -1.34686 0.36710
C 0.92865 -1.02740 1.39714
C 0.44388 -0.61739 2.82491
C 1.45914 -0.72259 3.90407
C 1.16246 -0.39830 5.29537
C -0.20090 0.05941 5.64199
C -1.22853 0.20203 4.58211
C -2.63847 0.68757 5.06244
C -0.88500 -0.13199 3.18608
H -3.56304 -0.92003 1.37979
H -5.26387 -0.48899 1.80787
H -3.86636 0.01215 2.89483
H -2.48422 -2.16902 3.68848
H -3.59292 -3.55834 3.96522
H -3.67191 -3.21957 1.10208
H -3.04850 -4.60941 2.04827
H -0.99569 -4.34012 1.13829
H -0.80076 -3.00527 2.31544
H -4.43399 -2.56212 -1.00477
H -3.33168 -2.82097 -2.98994
H -1.60288 -0.64211 -2.65693
H 2.47960 -0.57249 -1.29962
H -0.62183 2.17697 -0.62472
H 1.53125 -1.98004 1.52005
H 1.66417 -0.25643 1.03506
H 2.50734 -1.05758 3.67225
H 1.96377 -0.49322 6.08100
H -0.47204 0.31240 6.69884
H -2.52515 1.18339 6.07107
H -3.26641 -0.23118 5.26282
H -3.13227 1.41900 4.37685
H -1.64557 -0.01772 2.37955
C 6.13779 -0.37713 7.84295
S 4.40144 -0.83258 7.99326
O 3.64672 -0.06842 6.94741
C 4.12635 -0.00759 9.56831
H 6.51423 -0.76263 6.89586
H 6.24002 0.70880 7.85936
H 6.70140 -0.82106 8.66410
H 4.35574 1.05522 9.47546
H 4.75619 -0.46439 10.33183
H 3.07953 -0.13090 9.84278
C -4.81930 5.24204 -1.50897
S -4.55285 3.86526 -2.63976
O -5.40961 2.73402 -2.17874
C -2.86930 3.51184 -2.10703
H -5.83924 5.60152 -1.64046
H -4.68115 4.90962 -0.47889
H -4.11896 6.04502 -1.74340
H -2.85850 3.28647 -1.03613
H -2.22827 4.37067 -2.31786
H -2.50636 2.64614 -2.66393
C 0.59449 3.77849 -3.79249
S 0.29226 5.51908 -4.12969
O -1.18011 5.74607 -3.99414
C 0.66539 5.43969 -5.88944
H 0.38121 3.59160 -2.74233
H -0.05670 3.15731 -4.40931
H 1.64092 3.54430 -3.99777
H 0.01027 4.71636 -6.37712
H 1.71018 5.15339 -6.02629
H 0.50119 6.42649 -6.32195
C 2.21249 1.58600 -8.43507
S 1.94147 2.15093 -6.74768
O 3.15134 2.91997 -6.33055
C 2.04776 0.52027 -5.98891
H 2.22391 2.45532 -9.09194
H 3.16940 1.06647 -8.50415
H 1.40011 0.91965 -8.73192
H 3.01563 0.06886 -6.21326
H 1.24129 -0.10961 -6.36720
H 1.94145 0.63549 -4.91010
C -0.67365 0.68842 -13.05239
S 0.11219 -0.62434 -12.10002
O 0.06195 -0.22438 -10.66377
C 1.78544 -0.30658 -12.68992
H -1.73533 0.70168 -12.80825
H -0.22967 1.65118 -12.79517
H -0.54977 0.48905 -14.11754
H 2.07405 0.71927 -12.45555
H 1.82927 -0.47325 -13.76692
H 2.46331 -0.99746 -12.18935
C 2.05504 -4.39425 8.48222
S 1.77039 -3.85193 10.17826
O 2.98917 -3.11535 10.62170
C 1.83581 -5.49620 10.91248
H 2.09234 -3.51335 7.84121
H 3.00279 -4.93079 8.41763
H 1.23462 -5.03913 8.16407
H 2.79744 -5.96290 10.69422
H 1.02275 -6.10489 10.51451
H 1.71792 -5.39578 11.99094
*
```

This record from OMol25 describes a molecular structure, C27H60B4F16HgN3 in a non-equilibrium geometry. The level of theory is the ωB97M-V functional and the def2-TZVPD basis.

Frontier orbital gap = 3.14 eV
Lowest unoccupied orbital energy = -8.031 eV
Energy above the lowest of the compared OMol25 structures with the same formula, charge and spin = 95.99 kcal/mol
Max |F| = 0.19308 Eh/bohr
E = -3079.7651 Eh

ORCA input file:
```
! wB97M-V def2-TZVPD RIJCOSX def2/J DEFGRID3
* xyz 1 1
Hg -3.85002 1.57480 4.64339
C 3.32071 9.31645 -0.23176
C 2.21601 8.44464 -0.91024
C 2.81489 7.22101 -1.74946
N 1.77819 6.07876 -1.85794
C 1.96530 5.11732 -0.61379
C 3.27865 4.37205 -0.62285
C 3.53495 3.61888 -2.02733
C 3.34895 4.56637 -3.27595
C 2.04114 5.32906 -3.18875
C 0.27299 6.50365 -1.84951
H 3.85628 9.99278 -0.89797
H 4.10206 8.75178 0.27692
H 2.90179 10.00649 0.50066
H 1.75382 9.04698 -1.69233
H 1.64632 8.05314 -0.06746
H 3.66324 6.92092 -1.13436
H 3.15493 7.51999 -2.74097
H 1.57833 5.64072 0.26052
H 1.23121 4.32627 -0.76690
H 4.03835 5.06924 -0.26947
H 3.26752 3.67199 0.21255
H 4.53709 3.20184 -1.92785
H 2.94726 2.76201 -2.35671
H 4.18843 5.26156 -3.28521
H 3.61881 3.97179 -4.14873
H 1.76393 6.11153 -3.89515
H 1.21153 4.62227 -3.20567
H -0.47848 5.74558 -2.07024
H 0.18583 7.38777 -2.48104
H 0.10141 6.74428 -0.80034
C 0.29566 -2.56542 -6.82468
C -1.09746 -2.64663 -7.46735
C -1.99200 -1.44129 -7.07147
N -3.49066 -1.56162 -7.51700
C -4.33635 -0.24871 -7.26954
C -4.56347 -0.04541 -5.65101
C -5.14575 -1.29862 -4.96593
C -4.37034 -2.55949 -5.25182
C -4.19983 -2.70693 -6.77712
C -3.60282 -1.85459 -8.94460
H 0.82356 -3.51653 -6.89398
H 0.20686 -2.29157 -5.77339
H 0.93883 -1.77588 -7.21335
H -1.55139 -3.56818 -7.10293
H -0.94917 -2.76855 -8.54031
H -1.66189 -0.55048 -7.60587
H -1.95748 -1.23486 -6.00176
H -4.17109 0.60988 -7.92040
H -5.33252 -0.54998 -7.59353
H -3.62089 0.24840 -5.18916
H -5.14620 0.84432 -5.41247
H -5.19021 -1.06529 -3.90212
H -6.17042 -1.55866 -5.23151
H -3.43332 -2.49869 -4.69830
H -4.86195 -3.49365 -4.98021
H -3.68403 -3.64933 -6.96134
H -5.16985 -2.80985 -7.26350
H -3.04589 -1.03028 -9.39005
H -4.60108 -1.97180 -9.36631
H -3.16133 -2.83026 -9.14774
C 4.64482 -3.35729 7.51269
C 4.35232 -3.55277 6.02589
C 4.22713 -5.04838 5.64594
N 3.25398 -5.29289 4.33405
C 3.83069 -6.55514 3.60737
C 3.70287 -7.97298 4.36829
C 2.16339 -8.16475 4.71768
C 1.67586 -6.89891 5.57104
C 1.81659 -5.56501 4.85678
C 3.14425 -4.11230 3.33435
H 5.72885 -3.46172 7.55808
H 4.17653 -4.09462 8.16473
H 4.42464 -2.33569 7.82246
H 5.07908 -3.11202 5.34350
H 3.34551 -3.15791 5.88983
H 3.94718 -5.83847 6.34271
H 5.21921 -5.29396 5.26703
H 4.81248 -6.36008 3.17594
H 3.22680 -6.57242 2.70012
H 4.22294 -7.90923 5.32409
H 4.08417 -8.85611 3.85567
H 1.94588 -9.09126 5.24905
H 1.67764 -8.25443 3.74603
H 1.93768 -6.84591 6.62780
H 0.61251 -7.12765 5.64223
H 1.53724 -4.68601 5.43766
H 1.24624 -5.55836 3.92793
H 4.11124 -3.61061 3.29789
H 2.52384 -3.39585 3.87277
H 2.65602 -4.47149 2.42842
B -2.18031 -0.29230 0.75217
F -3.26202 0.57412 0.59306
F -1.47444 0.03990 1.85027
F -2.72134 -1.56975 1.11719
F -1.31075 -0.33342 -0.31288
B -7.32080 -0.60404 5.68997
F -7.27998 0.04724 4.50419
F -6.29881 -1.56769 5.73959
F -7.14702 0.44478 6.60620
F -8.48343 -1.23919 5.96205
B -4.63089 6.15922 4.53374
F -3.78751 5.39941 3.73150
F -3.89562 6.76152 5.56356
F -5.34919 6.93250 3.75057
F -5.35955 5.21761 4.89533
B -0.92844 1.19319 7.92312
F -0.10107 1.01284 8.99567
F -0.24478 1.93312 6.96242
F -1.30417 0.04518 7.22271
F -1.99687 1.83748 8.37401
*
```

This record from OMol25 describes a molecular structure, C27H60F6N6NaO12S6 in a non-equilibrium geometry. The level of theory is the ωB97M-V functional and the def2-TZVPD basis.

Frontier orbital gap = 9.82 eV
Lowest unoccupied orbital energy = -2.204 eV
Energy above the lowest of the compared OMol25 structures with the same formula, charge and spin = 39.40 kcal/mol
Max |F| = 0.16663 Eh/bohr
E = -5446.4838 Eh

ORCA input file:
```
! wB97M-V def2-TZVPD RIJCOSX def2/J DEFGRID3
* xyz 1 1
Na 0.10963 1.07881 -0.05769
C 1.45087 -4.18805 -5.81301
C 0.72761 -3.14170 -4.97016
C -0.77955 -3.56708 -4.58405
N -1.64431 -2.41782 -4.05046
C -1.00765 -1.78832 -2.75998
C -2.01413 -0.92360 -2.03715
C -3.31721 -1.54655 -1.71682
C -3.95049 -2.08427 -3.01150
C -3.01342 -3.07432 -3.73498
C -1.84203 -1.40390 -5.17791
H 1.13435 -4.17839 -6.85566
H 1.23069 -5.14880 -5.34507
H 2.53391 -4.08649 -5.75422
H 0.83425 -2.13813 -5.38179
H 1.33231 -3.09219 -4.06386
H -0.58655 -4.31843 -3.81788
H -1.30580 -4.09392 -5.37967
H -0.73026 -2.68997 -2.21458
H -0.11438 -1.20925 -2.99122
H -1.54690 -0.52920 -1.13367
H -2.27527 -0.05104 -2.63819
H -3.20923 -2.37979 -1.01795
H -3.99725 -0.89994 -1.16130
H -4.91534 -2.55408 -2.81836
H -4.22177 -1.26867 -3.68306
H -2.84247 -3.91655 -3.06529
H -3.45423 -3.33633 -4.69575
H -2.35402 -1.89729 -6.00272
H -0.87308 -0.98316 -5.43945
H -2.46844 -0.61596 -4.76293
C -6.29515 -5.22940 3.53182
C -5.32886 -4.26343 2.85472
C -4.73358 -3.29449 3.91239
N -3.32889 -2.67378 3.56606
C -3.06832 -1.55397 4.62131
C -1.75910 -0.78641 4.22687
C -1.85525 -0.17262 2.86409
C -2.21919 -1.19844 1.84030
C -3.43881 -2.04843 2.17413
C -2.34706 -3.83718 3.60754
H -5.77572 -5.78557 4.31119
H -6.69390 -5.85831 2.73569
H -7.18619 -4.73120 3.91458
H -5.82820 -3.68374 2.07831
H -4.54739 -4.85924 2.38303
H -4.61792 -3.88123 4.82345
H -5.42354 -2.46549 4.06582
H -3.96100 -0.93110 4.66597
H -3.02333 -2.13304 5.54360
H -1.57686 0.00733 4.95098
H -0.85118 -1.37830 4.10005
H -2.64610 0.57937 2.89638
H -0.91611 0.32214 2.62342
H -2.50989 -0.81668 0.85975
H -1.40800 -1.87372 1.56329
H -4.39564 -1.52750 2.13615
H -3.51554 -2.93181 1.54036
H -1.33800 -3.50828 3.36292
H -2.64786 -4.65020 2.94916
H -2.45227 -4.19724 4.63058
C 7.42590 5.85389 -0.37118
C 6.24972 4.93232 -0.36417
C 5.69215 4.59490 1.03206
N 4.74548 3.32004 1.02264
C 3.79600 3.42384 2.22729
C 2.74249 4.56317 2.06722
C 2.03558 4.40017 0.70485
C 2.93670 4.22557 -0.52375
C 3.92154 3.08121 -0.26807
C 5.60492 2.07511 1.22681
H 8.16813 5.41442 0.29517
H 7.01182 6.83240 -0.12601
H 7.89279 5.95212 -1.35068
H 6.55715 4.06340 -0.95083
H 5.47666 5.26417 -1.05869
H 5.25491 5.51757 1.41129
H 6.49388 4.28033 1.69973
H 4.36670 3.53272 3.14882
H 3.23989 2.48686 2.25087
H 3.24427 5.53160 2.10188
H 1.98942 4.64869 2.84909
H 1.31653 5.19788 0.51751
H 1.41697 3.50221 0.76595
H 3.39675 5.20095 -0.68631
H 2.31754 4.02677 -1.39848
H 4.58296 2.88769 -1.11098
H 3.32604 2.20195 -0.02182
H 6.54578 2.24913 0.70655
H 5.08751 1.19408 0.84988
H 5.76144 1.89388 2.28953
N -1.39398 2.61951 0.75495
S -1.59942 3.73183 2.03860
O -2.48437 3.39033 3.12271
O -1.59806 5.13115 1.68631
F -0.06876 3.56223 2.63062
S -2.76376 2.99522 0.15436
O -2.90911 4.25116 -0.55468
O -3.94510 2.42055 0.72273
F -2.53444 2.00159 -1.10122
N 1.13178 1.11748 -2.07991
S 0.61551 1.93092 -3.44050
O -0.30742 1.14839 -4.30210
O 1.52629 2.84510 -4.14270
F -0.42524 2.85264 -2.65157
S 2.39710 0.45764 -2.66187
O 3.56566 1.29793 -2.92212
O 2.25872 -0.76242 -3.43835
F 2.87775 -0.22579 -1.29154
N 1.04056 -0.63003 1.27920
S 2.12741 -0.50056 2.51549
O 3.45106 -0.07365 2.06296
O 2.03599 -1.34713 3.69504
F 1.62418 0.93047 3.12179
S 1.44542 -2.09005 0.94368
O 0.77603 -3.12970 1.70053
O 2.79031 -2.37120 0.44273
F 0.56733 -2.09627 -0.41887
*
```

This record from OMol25 describes 10 unconnected molecules or ions with the total composition C27H61Br6N7O7 in a non-equilibrium geometry. The level of theory is the ωB97M-V functional and the def2-TZVPD basis.

Frontier orbital gap = 9.08 eV
SMILES = CN(C)C=O.CN(C)C=O.CN(C)C=O.CN(C)C=O.CN(C)C=O.CN(C)C=O.CN(C)C=O.BrCCBr.BrCCBr.BrCCBr
Lowest unoccupied orbital energy = 0.149 eV
Energy above the lowest of the compared OMol25 structures with the same formula, charge and spin = 114.71 kcal/mol
Max |F| = 0.04902 Eh/bohr
E = -17419.3848 Eh

ORCA input file:
```
! wB97M-V def2-TZVPD RIJCOSX def2/J DEFGRID3
* xyz 0 1
C -4.78967 1.73003 -2.60731
N -4.59598 0.31305 -2.83077
C -3.35938 -0.06074 -3.42825
C -5.53803 -0.57133 -2.46105
O -5.52545 -1.77119 -2.64485
H -4.50556 2.04298 -1.60309
H -5.84788 1.96803 -2.75575
H -4.35453 2.28966 -3.43678
H -3.25259 -1.11671 -3.67484
H -3.07141 0.41888 -4.37313
H -2.44209 0.15595 -2.86634
H -6.33974 -0.12150 -1.84975
C 5.31042 -1.03790 -1.74266
N 5.43364 -0.66937 -0.33883
C 5.21454 -1.73780 0.60881
C 5.85787 0.54093 0.08155
O 5.90949 0.88223 1.25044
H 4.38950 -1.57938 -1.94800
H 6.16150 -1.71751 -1.88280
H 5.44728 -0.17674 -2.39094
H 4.17456 -2.04706 0.60869
H 5.90289 -2.57681 0.45311
H 5.50935 -1.45736 1.61952
H 6.06236 1.23877 -0.74282
C 2.74192 1.47127 4.12895
N 2.42056 0.09435 3.82765
C 3.50438 -0.87259 3.99514
C 1.28237 -0.28798 3.25360
O 0.38345 0.43305 2.82922
H 1.87974 2.10391 3.92058
H 3.48327 1.83091 3.41362
H 3.00036 1.52831 5.18476
H 3.50577 -1.21947 5.02597
H 3.50385 -1.59328 3.17798
H 4.47006 -0.40516 3.77465
H 1.18332 -1.38063 3.16113
C -3.60993 -4.25545 2.67331
N -4.18008 -3.07167 2.06952
C -3.30354 -2.11082 1.41968
C -5.46040 -2.67366 2.33052
O -6.23525 -3.22800 3.07561
H -3.16152 -4.89543 1.90440
H -4.35042 -4.92432 3.10344
H -2.80995 -3.99641 3.36786
H -2.31805 -2.56070 1.31390
H -3.85324 -1.87214 0.50753
H -3.10892 -1.20505 2.00806
H -5.72016 -1.77833 1.73880
C -5.53983 5.15389 -1.54477
N -5.00027 5.39061 -0.21085
C -3.61212 5.02157 -0.00238
C -5.62856 6.26469 0.61590
O -5.17914 6.60648 1.69036
H -5.40208 6.06965 -2.13546
H -6.62076 5.01488 -1.52787
H -5.05999 4.39156 -2.13708
H -3.00944 5.59180 -0.71460
H -3.41229 5.33052 1.02433
H -3.40310 3.94163 -0.03882
H -6.60645 6.58673 0.22582
C 4.33762 -6.35070 0.08241
N 3.37578 -5.58594 0.81415
C 2.64722 -4.57411 0.05097
C 3.44031 -5.48609 2.16020
O 2.79835 -4.71575 2.84397
H 4.63828 -7.27724 0.58943
H 5.35456 -5.92258 0.12031
H 4.10154 -6.60578 -0.94493
H 1.92860 -4.00586 0.62844
H 3.43840 -4.00511 -0.44580
H 2.08471 -5.02249 -0.77251
H 4.19295 -6.17930 2.57562
C 3.29680 4.33249 2.01890
N 2.66071 3.57598 0.96330
C 1.20566 3.55663 1.06247
C 3.32411 3.16926 -0.13232
O 2.82664 2.64556 -1.10981
H 4.36617 4.12956 2.04061
H 2.90097 4.08915 3.00857
H 3.09502 5.40939 2.05933
H 0.97753 3.24819 2.07907
H 0.83257 4.56823 0.85818
H 0.81793 2.96396 0.23961
H 4.37145 3.49670 -0.04527
Br 1.41189 -5.32766 -3.82201
C -0.40491 -5.08375 -3.15534
C -0.57056 -3.82657 -2.36912
Br -2.44888 -3.39155 -1.88302
H -0.56697 -6.01578 -2.61547
H -1.15236 -5.18929 -3.94236
H -0.21236 -2.91680 -2.84140
H -0.10588 -3.85451 -1.38698
Br -1.53103 5.13996 -4.29590
C -0.86397 4.25597 -2.58394
C 0.31884 3.34234 -2.85069
Br -0.10775 2.06047 -4.26432
H -1.80112 3.74408 -2.38813
H -0.69225 5.00457 -1.81586
H 0.68075 2.75250 -2.01668
H 1.14983 3.94884 -3.20353
Br -2.11248 1.49191 0.11834
C -1.09413 -0.13688 -0.33247
C 0.38524 0.23505 -0.48663
Br 1.57421 -1.33500 -0.40835
H -1.36316 -0.69248 -1.22528
H -1.27253 -0.70105 0.57400
H 0.67005 0.83905 0.36841
H 0.57105 0.76857 -1.41276
*
```

- The highest frontier orbital gap belongs to which entry?
  C27H60F6N6NaO12S6

- Among the records above, which one has the highest E?
  C27H60B4F16HgN3